C2H9B2CsO4P | ωB97M-V with the def2-TZVPD basis set

Properties
- F_max: 7.6 eV/Å
- HOMO-LUMO gap: 0.3055 Ha
- HOMO energy: -12.80 eV

```
! RIJCOSX wB97M-V def2-TZVPD def2/J DEFGRID3
* xyz 1 1
C 2.927 0.520 -0.125
C 1.860 -0.471 -0.647
B 0.851 -0.903 0.459
O 1.284 -1.199 1.736
B -0.802 -1.147 0.224
P -2.078 0.228 -0.152
O -2.188 0.526 -1.597
O -3.605 -0.339 0.340
O -1.711 1.594 0.652
H 2.545 1.155 0.680
H 3.255 1.187 -0.919
H 3.788 -0.011 0.275
H 1.375 -0.096 -1.551
H 2.373 -1.393 -0.951
H 1.543 -0.454 2.284
H -1.268 -2.239 0.232
H -3.834 -0.988 -0.348
H -2.010 2.359 0.131
Cs -4.303 1.673 -0.719
*
```